Entry from OMol25: a cluster of 9 separate species, C38H60N2O10 in total in a non-equilibrium geometry (ωB97M-V/def2-TZVPD).

```
110
Properties=species:S:1:pos:R:3:forces:R:3
C 33.457698 23.373716 -7.307250 0.02 -0.53 0.23
N 33.885530 23.291726 -5.891143 1.70 0.69 0.84
O 34.635713 24.200518 -5.546719 -0.57 -0.39 0.08
O 33.596824 22.343293 -5.181278 -0.34 0.45 -0.79
H 34.359672 23.263891 -7.909308 -0.04 -0.38 0.13
H 33.139592 24.398973 -7.496325 -0.58 -0.36 0.14
H 32.769711 22.533189 -7.398267 -0.21 0.53 -0.65
C 23.801689 19.195507 -10.015807 0.04 0.73 -0.35
N 22.450231 19.839619 -9.966269 -0.85 -0.41 -0.34
O 22.353352 21.037716 -9.712127 0.23 -1.38 -0.24
O 21.520731 19.081254 -10.224498 0.40 0.88 0.31
H 23.989779 18.877507 -11.041283 -0.19 0.33 -0.09
H 23.790116 18.265828 -9.446898 0.03 0.52 0.44
H 24.464307 20.014808 -9.736876 0.36 -0.67 0.28
C 32.653509 17.856684 -18.323958 -0.59 0.22 -1.07
C 32.538742 18.475816 -19.584078 1.16 -1.69 0.38
C 33.273314 17.851264 -20.627569 -1.08 1.62 0.32
C 33.966782 16.701336 -20.403370 0.80 -0.49 -1.85
C 33.986040 16.056199 -19.213749 0.65 -0.52 0.23
C 33.371116 16.665300 -18.179603 -0.95 0.44 1.90
H 32.044052 18.259799 -17.528679 0.28 -0.03 0.36
H 31.902797 19.342468 -19.688489 0.16 0.07 -0.28
H 33.311168 18.254248 -21.628856 -0.18 0.25 -0.03
H 34.532425 16.268132 -21.215025 -0.04 0.00 -0.29
H 34.512295 15.121252 -19.089997 0.04 -0.03 0.04
H 33.426080 16.165103 -17.224005 -0.22 0.18 0.31
C 27.905499 26.725191 -17.157121 0.12 -0.57 0.09
C 29.114829 27.213603 -17.604055 -0.30 1.03 -0.17
C 30.225463 26.409847 -17.734896 0.24 -0.43 0.01
C 30.176996 25.079208 -17.339154 -1.05 0.14 -0.57
C 28.926421 24.561362 -16.943998 1.77 -0.34 0.40
C 27.839516 25.382601 -16.826914 -0.93 0.28 0.03
H 26.972875 27.262824 -17.070060 0.27 0.58 -0.07
H 29.240408 28.253497 -17.867212 -0.24 0.15 -0.13
H 31.084199 26.851544 -18.218490 0.36 -0.13 0.28
H 31.037152 24.435708 -17.450669 0.03 -0.07 0.09
H 28.908321 23.521252 -16.653780 -0.32 -0.11 -0.01
H 26.869858 25.049795 -16.487203 0.05 -0.52 0.05
C 31.241637 19.962975 -11.780823 0.80 -1.93 0.78
C 31.935203 18.699340 -11.776685 -1.65 1.25 -0.18
C 33.212724 18.577179 -12.255981 -1.27 -0.96 0.18
C 33.750598 19.665692 -12.848090 1.59 2.31 -0.60
C 33.130980 20.929590 -12.863982 -0.18 -1.11 0.42
C 31.855696 21.079501 -12.295450 1.06 0.09 -0.68
H 30.316648 20.012328 -11.225530 -0.33 0.10 -0.37
H 31.414993 17.777880 -11.560587 -0.23 0.14 0.70
H 33.648207 17.589960 -12.209363 0.44 0.12 -0.23
H 34.745681 19.607501 -13.263809 0.16 -0.03 -0.12
H 33.680168 21.771807 -13.258257 -0.12 0.06 -0.17
H 31.406786 22.060945 -12.335844 -0.27 -0.02 0.28
C 31.977221 28.526001 -11.872364 -0.11 -1.15 -0.97
C 31.916984 29.057616 -10.613998 -1.55 1.53 -0.79
C 33.055811 29.321807 -9.941944 1.61 -0.55 1.09
C 34.254918 28.776042 -10.406164 -0.53 0.18 1.09
C 34.255014 27.943852 -11.510087 1.50 1.48 0.47
C 33.151248 27.935828 -12.314820 -0.53 -0.70 -0.52
H 31.107737 28.503992 -12.512597 -0.13 -0.02 0.02
H 31.005801 29.549586 -10.307208 -0.26 -0.25 0.23
H 33.001028 29.859927 -9.007161 0.23 0.19 0.02
H 35.156514 28.998429 -9.854729 0.18 -0.21 -0.01
H 35.240367 27.592778 -11.778828 -0.18 -0.55 -0.46
H 33.217713 27.425480 -13.264301 -0.24 0.04 -0.17
C 40.278190 8.688874 -11.070081 1.42 0.61 -1.08
O 39.595986 9.669616 -10.336879 -0.70 1.00 -0.85
C 40.203558 10.988362 -10.395710 1.06 -0.87 2.16
C 40.346112 11.839539 -11.637003 -0.89 -0.80 0.39
O 39.049047 12.218814 -12.035565 -0.29 -0.85 -1.82
C 38.997171 12.833684 -13.343834 0.49 1.57 1.50
H 40.892791 9.136164 -11.851290 -0.02 0.44 -0.36
H 39.668905 8.001064 -11.656406 -0.52 -0.07 0.74
H 41.070159 8.193301 -10.508558 -0.42 -0.48 0.63
H 41.187339 10.805168 -9.963623 0.79 0.18 -0.47
H 39.804729 11.557220 -9.555803 -0.91 0.03 -0.37
H 40.925209 11.265761 -12.360544 -0.24 0.10 -0.64
H 40.921019 12.730190 -11.383353 0.29 0.09 0.20
H 39.538116 12.426215 -14.197909 -0.09 -1.00 0.32
H 39.500159 13.780498 -13.147221 0.03 0.56 -0.51
H 37.970076 13.089784 -13.603775 0.01 -0.48 0.15
C 36.894259 24.706464 -18.267740 2.12 -0.42 0.50
O 37.862060 23.556413 -18.176618 -2.03 1.36 -0.41
C 37.275538 22.258779 -18.274014 0.85 0.29 0.87
C 38.389220 21.231206 -18.467835 0.73 0.30 0.74
O 39.316740 21.238220 -17.355795 -0.20 0.36 0.12
C 40.372822 20.293847 -17.421935 -0.46 -0.47 -0.93
H 37.558297 25.569212 -18.214521 0.17 -0.03 -0.45
H 36.274493 24.906789 -17.393755 -0.31 -1.01 0.18
H 36.312969 24.777223 -19.187087 0.07 -0.54 -0.06
H 36.550350 22.210281 -19.086325 0.03 -0.15 -0.21
H 36.779745 21.999537 -17.338557 -0.31 0.11 0.18
H 38.944851 21.500354 -19.366124 0.01 -0.34 -0.30
H 37.928824 20.243689 -18.498692 -0.02 -0.18 -0.47
H 40.933813 20.337890 -18.355446 0.12 0.49 -0.28
H 39.993162 19.272159 -17.432246 -0.29 -0.26 0.32
H 41.102770 20.375176 -16.616535 -0.48 0.48 0.20
C 27.439411 24.071279 -8.441693 -0.25 0.86 0.18
O 27.917183 22.866626 -7.923124 -0.75 -0.74 0.77
C 27.241726 22.489863 -6.699601 1.14 -0.05 0.22
C 28.022869 21.320830 -6.072516 0.04 -0.15 -0.97
O 28.110695 20.238518 -6.985155 -0.49 0.31 -0.83
C 29.053286 19.256894 -6.629185 -0.77 0.23 0.63
H 27.421392 24.880021 -7.711137 0.22 0.06 0.58
H 26.399963 24.026250 -8.766689 -0.07 -0.34 -0.46
H 28.102291 24.445492 -9.221861 -0.11 -0.48 -0.23
H 26.169213 22.298394 -6.733662 -0.11 -0.19 -0.87
H 27.346146 23.344732 -6.031480 0.00 0.09 0.38
H 27.591793 20.900733 -5.163791 -0.24 0.59 0.38
H 29.010511 21.734526 -5.868754 0.35 -0.21 0.18
H 29.025697 18.430987 -7.339966 0.37 0.51 -0.47
H 28.720766 18.769121 -5.712888 0.27 0.08 0.59
H 30.007062 19.764624 -6.485634 0.41 -0.57 -0.10
```
Forces are in eV/Å.

Calculated values
SMILES: C[N+](=O)[O-].C[N+](=O)[O-].c1ccccc1.c1ccccc1.c1ccccc1.c1ccccc1.COCCOC.COCCOC.COCCOC
gap between HOMO and LUMO: 9.3 eV
spin multiplicity: 1
energy: -2345.38810 hartree
HOMO: -9.245 eV